1.
# C9H14

2 unconnected molecules or ions with the total composition C9H14 (wB97M-V/def2-TZVPD, the OMol25 dataset).

XYZ file:
```
23
Properties=species:S:1:pos:R:3
C 0.928 -0.541 -2.642
C -2.128 0.542 -0.494
C -0.399 -1.546 -0.854
C -2.319 -0.624 0.273
C 1.002 0.792 2.794
C -1.470 -1.665 0.051
C -1.207 0.606 -1.621
C 2.003 1.317 1.760
C -0.283 -0.400 -1.671
H 2.391 0.482 1.237
H 2.607 2.138 2.224
H 0.171 -2.338 -1.101
H -2.912 -0.796 1.152
H -0.072 0.587 2.384
H -1.589 -2.705 0.430
H -2.939 1.222 -0.237
H 0.631 1.542 3.503
H -1.289 1.441 -2.343
H 1.491 1.680 0.836
H 1.490 -0.097 3.224
H 1.972 -0.221 -2.270
H 0.753 0.083 -3.620
H 1.168 -1.499 -3.013
```

As for the molar mass: 122.21 Da. The charge is +1. For the HOMO energy (spin up / spin down), the calculation gives -14.156 / -14.156 eV. Its expectation value of S² is 0.77. Its electronic energy is -350.92758 a.u. Its spin multiplicity is 2.

Here are the natural (NBO) charges for atoms 1 to 5, given in e: -0.682, 0.071, 0.082, -0.179, -0.617

2.
# C8H10N4O

C8H10N4O in the gas phase (wB97M-V/def2-TZVPD, the OMol25 dataset).

XYZ file:
```
23
Properties=species:S:1:pos:R:3
O 1.008 1.839 3.715
N -0.243 -1.569 1.710
N 0.532 0.634 3.320
N -0.328 -1.028 -1.187
N 1.271 2.649 2.621
C 0.191 -0.971 -2.553
C 0.120 -0.023 -0.205
C 1.022 2.226 0.206
C -1.785 -1.162 -1.232
C 0.528 1.245 -0.603
C 0.996 1.904 1.579
C 0.500 0.679 2.025
C 0.155 -0.362 1.164
H -0.084 -2.039 -2.918
H -2.003 -2.199 -1.679
H -2.198 -1.279 -0.199
H -0.141 -2.333 1.058
H 1.281 -0.754 -2.683
H 1.294 3.309 -0.051
H 0.302 -1.751 2.517
H 0.230 1.492 -1.644
H -0.368 -0.148 -3.119
H -2.281 -0.359 -1.841
```

As for the molar mass: 178.19 Da. For the HOMO energy, the calculation gives -7.981 eV. Its electronic energy is -604.99133 a.u. Its structure (SMILES) is CN(C)c1ccc2nonc2c1N.

Here are the natural (NBO) charges for atoms 1 to 5, given in e: -0.119, -0.791, -0.072, -0.465, -0.074

3.
# C17H42FNO9Sr

A molecular structure, C17H42FNO9Sr (wB97M-V/def2-TZVPD, the OMol25 dataset).

XYZ file:
```
71
Properties=species:S:1:pos:R:3
Sr 1.187 0.653 1.207
F 1.817 0.788 3.636
O -0.794 -0.861 1.643
O 2.515 2.926 1.499
O -0.502 -0.254 4.748
O 0.055 -0.191 -0.936
O -1.626 4.141 -0.010
O -0.645 2.576 2.286
O 3.041 -1.084 1.830
O 3.444 0.639 -0.464
O 1.042 2.529 -0.799
N -0.775 -1.210 -1.378
C -0.817 -1.413 4.031
C 4.305 -0.924 1.143
C -1.911 -0.747 -2.121
C -2.571 0.388 -1.332
C 4.018 -0.670 -0.294
C -2.961 -1.873 -2.194
C 1.968 3.641 -0.742
C -2.008 2.675 1.865
C 0.717 -2.575 -2.866
C -2.397 -3.234 -2.593
C 0.696 -2.879 -0.371
C -2.264 4.015 1.243
C -1.636 -1.136 2.782
C -0.152 -2.495 -1.588
C -1.226 -3.591 -1.682
C -1.617 -0.234 -3.543
C 2.167 4.059 0.681
H 3.174 -1.043 2.786
H -3.196 -3.975 -2.546
H 0.099 -1.961 3.760
H 1.247 4.495 1.080
H -2.690 2.532 2.714
H 1.050 2.140 -1.681
H 0.078 -2.979 0.521
H -1.913 1.268 -1.363
H -2.340 -1.930 2.530
H 1.378 -3.446 -2.831
H -3.329 4.159 1.074
H 2.913 3.323 -1.183
H 1.397 -2.070 -0.152
H 1.504 4.468 -1.282
H -2.519 0.186 -0.254
H 4.852 -0.096 1.602
H -1.009 -0.946 -4.107
H -2.029 -3.206 -3.624
H -1.200 -1.201 0.824
H 3.003 4.761 0.691
H 3.248 -1.389 -0.614
H 2.936 3.210 2.316
H -2.191 -0.218 3.009
H -1.054 0.699 -3.507
H 1.315 -1.674 -3.010
H 4.854 -0.880 -0.964
H 3.031 0.659 -1.336
H -0.537 2.687 3.236
H -0.717 -4.445 -2.155
H 4.879 -1.849 1.232
H 0.371 0.142 4.458
H 0.084 -2.731 -3.741
H -2.548 -0.119 -4.099
H -1.556 -3.975 -0.715
H -0.692 3.946 0.122
H 1.286 -3.777 -0.549
H -3.467 -1.968 -1.226
H -3.735 -1.554 -2.901
H -2.223 1.844 1.190
H -3.591 0.621 -1.624
H -1.367 -2.111 4.670
H -1.871 4.743 1.966
```

As for the molar mass: 511.14 Da. For the HOMO energy, the calculation gives -5.921 eV. Its electronic energy is -1535.47086 a.u.

Here are the Mulliken charges for atoms 1 to 5, given in e: 1.466, -0.960, 0.476, -0.322, -0.609

4.
# C18H20N4O3S

C18H20N4O3S in the gas phase (wB97M-V/def2-TZVPD, the OMol25 dataset).

XYZ file:
```
46
Properties=species:S:1:pos:R:3
S 3.036 4.847 -0.210
O -0.025 -2.789 0.851
O 0.200 1.276 -1.085
O 3.536 1.774 -0.148
N -0.690 0.347 -0.686
N -4.880 -4.391 -2.083
N -3.669 -4.583 -2.591
N -1.999 -1.876 0.198
C 2.252 4.202 2.320
C 4.811 4.571 -0.513
C 2.052 3.369 3.405
C -2.818 -4.113 -1.702
C 1.381 -0.419 -0.305
C 2.876 1.519 2.126
C 2.598 1.713 -1.207
C -3.493 -3.598 -0.579
C -3.883 -2.466 1.634
C 1.446 0.824 -0.868
C 2.766 3.703 1.132
C -0.010 -0.671 -0.212
C 2.384 2.028 3.313
C 3.050 2.341 1.019
C -6.048 -4.806 -2.803
C -4.826 -3.796 -0.874
C -0.661 -1.891 0.334
C -2.857 -2.968 0.622
H 2.248 1.372 4.160
H -5.718 -5.234 -3.747
H 3.126 0.473 2.032
H 4.991 3.528 -0.748
H 2.176 -1.068 -0.008
H 1.652 3.770 4.324
H -4.534 -1.724 1.177
H -6.603 -5.559 -2.239
H -2.419 -1.081 -0.261
H -1.762 -4.153 -1.877
H -4.488 -3.294 1.994
H -5.717 -3.573 -0.322
H 2.210 2.706 -1.467
H 2.020 5.254 2.381
H 5.076 5.203 -1.354
H -6.704 -3.955 -2.999
H 5.368 4.868 0.371
H -3.375 -2.011 2.481
H -2.185 -3.693 1.100
H 3.155 1.307 -2.057
```

As for the molar mass: 372.45 Da. For the HOMO energy, the calculation gives -8.617 eV. Its electronic energy is -1540.79508 a.u. Its structure (SMILES) is CSc1ccccc1OCc1cc(C(=O)N[C@@H](C)c2cnn(C)c2)no1.

Here are the natural (NBO) charges for atoms 1 to 5, given in e: 0.218, -0.614, -0.251, -0.529, -0.122

5.
# C16H24N2O4

C16H24N2O4 in the gas phase (wB97M-V/def2-TZVPD, the OMol25 dataset).

XYZ file:
```
46
Properties=species:S:1:pos:R:3
O 3.572 2.377 -0.796
O -1.286 2.721 -0.497
O -2.137 1.565 1.244
O 5.971 -1.364 0.082
N 4.749 0.512 -0.336
N 3.715 -1.443 0.282
C -3.407 2.203 1.120
C -1.177 1.877 0.357
C 2.355 0.459 -0.074
C 2.478 -0.862 0.246
C 3.555 1.224 -0.438
C 1.116 1.205 -0.145
C -4.310 -1.728 -0.595
C -4.242 0.835 -0.838
C 4.908 -0.800 0.014
C -2.820 -1.904 -0.884
C -4.440 1.186 0.638
C 0.003 1.024 0.575
C -2.275 -3.253 -0.416
C -2.262 -3.395 1.102
C -4.909 -0.479 -1.247
C 1.341 -1.787 0.521
H -4.648 1.643 -1.450
H 0.450 -1.461 -0.008
H -3.176 0.775 -1.059
H -4.826 -0.579 -2.332
H -4.335 0.294 1.256
H -2.874 -4.057 -0.849
H -3.320 3.041 0.422
H -1.254 -3.368 -0.792
H -3.274 -3.425 1.498
H -5.973 -0.431 -1.001
H 1.139 2.044 -0.832
H -1.740 -2.557 1.560
H 3.796 -2.424 0.517
H 1.119 -1.812 1.588
H -4.472 -1.694 0.482
H 5.594 1.024 -0.566
H -2.657 -1.812 -1.961
H -0.100 0.289 1.356
H -3.664 2.575 2.116
H -1.760 -4.315 1.394
H -4.847 -2.601 -0.977
H -5.440 1.593 0.797
H -2.254 -1.110 -0.392
H 1.593 -2.799 0.208
```

As for the molar mass: 308.38 Da. For the HOMO energy, the calculation gives -8.944 eV. Its electronic energy is -1034.61881 a.u. Its structure (SMILES) is CCCCCCCCOC(=O)/C=C/c1c(C)[nH]c(=O)[nH]c1=O.

Here are the natural (NBO) charges for atoms 1 to 5, given in e: -0.580, -0.602, -0.516, -0.603, -0.634

6.
# C4H5NO2S

C4H5NO2S in the gas phase (wB97M-V/def2-TZVPD, the OMol25 dataset).

XYZ file:
```
13
Properties=species:S:1:pos:R:3
S -2.191 0.704 0.266
O -1.840 1.177 -1.046
O -2.870 -0.731 0.236
N -1.097 -0.588 0.758
C 1.410 0.476 -0.280
C 1.194 1.050 0.905
C 0.784 -0.744 -0.702
C -0.359 -1.226 -0.156
H 1.658 1.982 1.175
H -0.694 -2.224 -0.415
H 1.310 -1.358 -1.417
H 2.117 0.911 -0.974
H 0.578 0.571 1.650
```

As for the molar mass: 131.16 Da. For the HOMO energy (spin up / spin down), the calculation gives -9.119 / -9.119 eV. Its electronic energy is -758.66846 a.u. Its structure (SMILES) is C=C/C=C\N=S(=O)=O.

Here are the natural (NBO) charges for atoms 1 to 5, given in e: 1.638, -0.897, -0.662, -0.334, -0.229

What is the formula in the fifth record?
C16H24N2O4

The highest electronic energy belongs to which entry?
C9H14

What did the first record say?
# C9H14

2 unconnected molecules or ions with the total composition C9H14 (wB97M-V/def2-TZVPD, the OMol25 dataset).

XYZ file:
```
23
Properties=species:S:1:pos:R:3
C 0.928 -0.541 -2.642
C -2.128 0.542 -0.494
C -0.399 -1.546 -0.854
C -2.319 -0.624 0.273
C 1.002 0.792 2.794
C -1.470 -1.665 0.051
C -1.207 0.606 -1.621
C 2.003 1.317 1.760
C -0.283 -0.400 -1.671
H 2.391 0.482 1.237
H 2.607 2.138 2.224
H 0.171 -2.338 -1.101
H -2.912 -0.796 1.152
H -0.072 0.587 2.384
H -1.589 -2.705 0.430
H -2.939 1.222 -0.237
H 0.631 1.542 3.503
H -1.289 1.441 -2.343
H 1.491 1.680 0.836
H 1.490 -0.097 3.224
H 1.972 -0.221 -2.270
H 0.753 0.083 -3.620
H 1.168 -1.499 -3.013
```

As for the molar mass: 122.21 Da. The charge is +1. For the HOMO energy (spin up / spin down), the calculation gives -14.156 / -14.156 eV. Its expectation value of S² is 0.77. Its electronic energy is -350.92758 a.u. Its spin multiplicity is 2.

Here are the natural (NBO) charges for atoms 1 to 5, given in e: -0.682, 0.071, 0.082, -0.179, -0.617

What is the electronic energy in the sixth record?
-758.66846 a.u.